Here is an isolated molecule of C18H19ClN2O4S from OMol25. Energies are from wB97M-V/def2-TZVPD.

Computed properties:
net charge: 0
E_HOMO: -9.01 eV
total energy: -1966.181100 Eh
frontier orbital gap: 0.32514 Eh
energy relative to the best compared isomer or geometry (same formula, charge and spin): 23.7 kcal per mole
SMILES: O=C(Nc1ccccc1Cl)c1ccc(S(=O)(=O)NC[C@@H]2CCCO2)cc1

```
45
Properties=species:S:1:pos:R:3:forces:R:3
O -2.303872 -2.826064 0.820195 0.0 -0.1 0.1
C -1.816172 -1.850095 0.295970 0.1 0.1 -0.1
N -2.505861 -0.739060 -0.094608 0.2 0.4 -0.2
C -3.866744 -0.470710 0.004148 -0.3 0.0 0.0
C -4.804856 -1.409034 0.426195 0.1 -0.1 0.0
C -6.145458 -1.076601 0.490622 0.0 0.1 0.0
C -6.576733 0.189932 0.136052 0.0 0.0 0.0
C -5.658179 1.136901 -0.285941 0.0 0.0 0.0
C -4.319076 0.805635 -0.348054 -0.1 -0.1 0.0
Cl -3.171826 2.007281 -0.876732 0.0 0.1 0.0
H -5.978272 2.128740 -0.564966 0.0 0.1 0.0
H -7.623007 0.447183 0.185803 -0.1 0.0 0.0
H -6.857814 -1.816777 0.820341 -0.1 -0.1 0.0
H -4.465303 -2.392913 0.703593 0.0 0.0 0.0
H -1.967669 0.043774 -0.449138 0.0 -0.3 0.1
C -0.345995 -1.720679 0.037125 0.3 -0.1 -0.1
C 0.535653 -2.213811 0.996346 0.0 0.0 -0.1
C 1.899683 -2.056646 0.829086 -0.1 -0.2 0.1
C 2.370466 -1.435268 -0.311700 0.4 0.1 -0.3
C 1.513407 -1.000881 -1.303345 0.1 0.0 -0.1
C 0.146483 -1.138324 -1.128128 -0.1 -0.1 0.2
H -0.528563 -0.810311 -1.905588 -0.1 0.0 -0.1
H 1.931235 -0.564207 -2.197210 0.0 0.1 -0.1
S 4.115819 -1.071366 -0.437665 0.0 0.4 0.4
O 4.888336 -2.113168 0.165572 -0.1 0.0 0.2
O 4.407016 -0.663342 -1.781631 -0.3 0.1 0.1
N 4.166938 0.228203 0.615984 0.1 -0.8 -0.4
H 4.992057 0.219010 1.193283 0.2 -0.3 0.1
C 3.797985 1.519557 0.085805 -0.3 0.7 0.0
H 4.666160 2.099016 -0.247932 -0.1 -0.1 -0.1
H 3.168608 1.332898 -0.784987 -0.1 0.2 -0.1
C 3.016529 2.351379 1.124367 0.1 -0.5 0.1
H 3.659062 2.522088 1.993969 -0.1 0.0 0.0
C 1.680862 1.702666 1.498028 0.2 0.2 0.0
H 1.359384 2.064423 2.474571 0.0 0.0 0.0
H 1.752574 0.618422 1.521443 -0.1 0.0 0.1
C 0.748971 2.223674 0.402100 0.1 0.1 0.0
H 0.718195 1.527702 -0.436011 -0.1 0.0 0.0
C 1.406189 3.549386 -0.020525 -0.4 0.2 -0.2
H 0.836953 4.420161 0.318252 0.0 -0.1 -0.1
O 2.681266 3.617521 0.601172 0.3 0.1 0.0
H 1.521372 3.613702 -1.108814 0.0 0.0 0.1
H -0.266394 2.375563 0.762098 -0.1 0.0 0.0
H 2.609803 -2.405358 1.561378 0.0 -0.1 0.2
H 0.131975 -2.699839 1.871298 0.0 -0.1 0.1
```
Forces are in eV/Å.

Here is an isolated molecule of C18H19FN2O3S2 from OMol25. Energies are from wB97M-V/def2-TZVPD.

Computed properties:
net charge: 0
E_HOMO: -8.03 eV
total energy: -1928.783033 Eh
frontier orbital gap: 0.30947 Eh
energy relative to the best compared isomer or geometry (same formula, charge and spin): 2.2 kcal per mole
SMILES: O=C(CSc1ccc(F)cc1)N1CCN(S(=O)(=O)c2ccccc2)CC1

```
45
Properties=species:S:1:pos:R:3:forces:R:3
O -2.297357 -0.062915 1.162219 0.0 0.0 0.2
C -1.871605 -0.796219 0.295095 -0.1 -0.1 -0.1
N -0.722778 -0.534927 -0.373924 0.2 0.3 -0.1
C 0.021739 -1.447639 -1.213023 0.2 -0.4 0.1
H 0.369212 -0.898402 -2.095402 -0.1 -0.1 0.0
C 1.249952 -1.950271 -0.440023 -0.2 -0.4 -0.6
N 2.066128 -0.846515 0.016537 0.9 0.3 -0.6
S 3.074639 -0.180114 -1.164383 -0.1 -0.2 0.5
O 3.558529 -1.273731 -1.953137 0.1 -0.2 0.1
O 2.442162 0.915208 -1.849851 0.2 0.2 0.2
C 4.386060 0.451628 -0.129241 -0.4 -0.1 -0.3
C 5.143544 -0.454246 0.587398 0.1 -0.1 0.1
C 6.160273 0.014635 1.402089 -0.1 -0.1 -0.1
C 6.403387 1.377569 1.488160 0.0 0.1 0.0
C 5.637575 2.275755 0.761984 0.0 0.0 0.0
C 4.619050 1.810610 -0.054881 -0.1 0.1 -0.1
H 4.006012 2.477594 -0.640716 0.0 0.1 0.0
H 5.833420 3.334937 0.829642 0.0 0.1 0.0
H 7.197487 1.741096 2.123003 0.1 0.0 0.1
H 6.763329 -0.679211 1.967517 0.0 -0.1 0.0
H 4.929266 -1.506026 0.488706 0.0 -0.2 0.1
C 1.322938 0.139706 0.774275 -0.3 0.5 0.1
H 1.036351 -0.313984 1.728731 0.1 0.1 0.0
C 0.072851 0.612462 0.025036 0.0 0.3 0.3
H 0.375148 1.159113 -0.872172 -0.1 0.0 0.1
H -0.543208 1.244991 0.665392 0.1 0.0 -0.1
H 1.990094 0.980892 0.966185 -0.1 0.1 0.2
H 0.936755 -2.528215 0.435927 0.0 0.0 0.0
H 1.879473 -2.566006 -1.082406 -0.2 -0.2 0.1
H -0.591584 -2.287362 -1.533069 0.0 0.1 0.0
C -2.628306 -2.041438 -0.157108 -0.8 0.2 0.3
H -2.739631 -2.085336 -1.240754 0.2 0.0 0.0
H -2.122020 -2.943013 0.190283 0.0 0.0 -0.1
S -4.271668 -2.122859 0.618158 0.2 -0.3 -0.1
C -5.017349 -0.583497 0.180319 0.1 -0.2 -0.1
C -4.604872 0.193287 -0.893169 -0.2 0.0 0.1
C -5.251401 1.383411 -1.172903 -0.2 0.2 0.0
C -6.315416 1.774272 -0.382874 0.0 -0.1 0.0
C -6.752139 1.005935 0.682036 0.0 0.3 -0.2
C -6.094517 -0.174476 0.961615 0.2 -0.1 -0.2
H -6.405323 -0.789347 1.791753 -0.1 0.0 0.1
H -7.585002 1.338517 1.280775 -0.1 0.1 0.0
F -6.946966 2.936456 -0.660049 0.0 -0.1 0.0
H -4.936205 2.004149 -1.996726 0.0 0.1 -0.1
H -3.778020 -0.106459 -1.517027 0.1 0.0 -0.1
```
Forces are in eV/Å.

Here is an isolated molecule of C18H19FN2O4S from OMol25. Energies are from wB97M-V/def2-TZVPD.

Computed properties:
net charge: 0
E_HOMO: -8.95 eV
total energy: -1605.850050 Eh
frontier orbital gap: 0.33299 Eh
energy relative to the best compared isomer or geometry (same formula, charge and spin): 0.0 kcal per mole
SMILES: O=C(Nc1ccc(S(=O)(=O)NC[C@@H]2CCCO2)cc1)c1cccc(F)c1

```
45
Properties=species:S:1:pos:R:3:forces:R:3
O 1.684406 2.305690 -3.378816 -0.1 0.1 0.0
C 2.154358 1.200958 -3.532730 0.1 -0.2 0.0
N 2.010157 0.163192 -2.650893 0.2 -0.4 -0.1
C 1.359432 0.147732 -1.418867 -0.2 0.0 0.4
C 1.273245 -1.074842 -0.747844 0.0 0.2 -0.1
C 0.649526 -1.150993 0.481725 0.0 -0.1 0.1
C 0.115299 -0.007600 1.043360 -0.1 -0.1 0.5
C 0.194936 1.208254 0.393056 0.1 -0.1 0.0
C 0.815705 1.294534 -0.838855 0.0 0.1 0.0
H 0.884137 2.236212 -1.356916 0.0 0.0 0.0
H -0.222298 2.080723 0.868667 0.0 0.2 0.0
S -0.723177 -0.096382 2.613713 -0.2 -0.2 -0.6
O -0.477000 1.110051 3.350416 -0.1 0.2 -0.3
O -0.408761 -1.357590 3.231773 0.0 0.0 -0.3
N -2.312563 -0.089717 2.088796 0.9 -0.1 0.3
H -2.665260 -1.035095 2.010383 0.1 -0.2 0.0
C -3.274245 0.745038 2.771796 -0.5 0.1 0.4
H -2.756951 1.653614 3.080707 -0.2 0.1 0.0
C -3.890679 0.043411 4.001554 0.0 0.5 0.0
C -2.984337 0.072123 5.240647 -0.1 -0.2 -0.1
H -3.243991 0.888736 5.910614 0.0 0.1 0.0
C -3.206413 -1.307344 5.855707 -0.1 0.0 -0.2
H -2.364770 -1.646511 6.453298 0.0 0.0 0.1
C -3.400749 -2.149672 4.599456 0.2 -0.3 0.3
H -3.983450 -3.059012 4.758924 0.1 0.0 0.0
O -4.134143 -1.327907 3.699700 -0.1 0.1 -0.3
H -2.424637 -2.409212 4.167782 -0.2 0.0 0.1
H -4.112785 -1.316554 6.463627 0.0 0.0 0.0
H -1.944136 0.182928 4.934781 -0.1 0.1 0.2
H -4.862945 0.510180 4.216170 0.2 0.0 0.0
H -4.061776 0.996394 2.054978 0.1 0.0 0.1
H 0.579074 -2.080415 1.023710 0.0 -0.2 0.0
H 1.698628 -1.962712 -1.194202 0.0 -0.1 0.0
H 2.383054 -0.730753 -2.940518 -0.1 0.2 0.0
C 2.946921 0.840220 -4.749072 0.2 0.0 -0.3
C 2.601997 1.463473 -5.943837 0.0 0.0 -0.1
C 3.322716 1.170053 -7.084624 0.0 -0.1 0.2
C 4.390733 0.289399 -7.070530 -0.1 0.1 -0.1
C 4.743043 -0.304638 -5.871017 0.0 0.0 -0.1
C 4.026996 -0.038123 -4.716501 -0.1 0.0 0.1
H 4.340544 -0.489840 -3.786506 0.0 0.0 0.1
H 5.584745 -0.979275 -5.837092 0.1 0.0 0.0
H 4.933267 0.089023 -7.980581 0.0 0.0 -0.1
F 2.978979 1.757361 -8.245132 0.0 0.0 0.1
H 1.783168 2.164891 -5.970808 -0.1 0.1 0.0
```
Forces are in eV/Å.

Here is an isolated molecule of C18H19N3O4 from OMol25. Energies are from wB97M-V/def2-TZVPD.

Computed properties:
net charge: 0
E_HOMO: -7.93 eV
total energy: -1162.495726 Eh
frontier orbital gap: 0.27827 Eh
energy relative to the best compared isomer or geometry (same formula, charge and spin): 103.4 kcal per mole
SMILES: O=C(OCC(=O)N1CCN(c2ccccc2)CC1)c1ccc[n+]([O-])c1

```
44
Properties=species:S:1:pos:R:3:forces:R:3
O -3.055449 -1.789975 1.374001 0.0 0.1 -0.1
C -2.765806 -1.359404 0.284987 -0.2 0.0 0.5
O -2.055768 -2.029868 -0.623417 0.1 0.2 -0.3
C -1.601709 -3.343184 -0.303771 0.1 -0.6 0.1
H -2.078884 -4.038743 -0.999687 0.1 0.1 0.1
H -1.881459 -3.599441 0.723267 0.1 0.1 -0.2
C -0.088185 -3.432486 -0.541298 -0.5 0.0 0.1
O 0.355233 -4.126218 -1.434124 0.0 -0.2 -0.3
N 0.713683 -2.713574 0.267367 0.3 0.1 0.1
C 0.327430 -1.815886 1.326111 -0.1 0.4 0.0
H 0.957138 -2.015564 2.198990 -0.1 0.0 0.0
C 0.529061 -0.381533 0.840040 -0.3 0.0 0.1
N 1.881137 -0.204286 0.343043 -0.1 -0.3 0.0
C 2.356573 1.080100 0.154788 0.1 0.2 -0.1
C 3.721408 1.387620 0.169279 0.1 -0.2 0.0
C 4.161740 2.676711 -0.060371 0.0 0.1 0.0
C 3.264833 3.702811 -0.298490 0.1 0.1 0.0
C 1.911016 3.416145 -0.302099 0.0 0.0 0.0
C 1.459526 2.130430 -0.079784 -0.1 -0.1 0.1
H 0.397166 1.945249 -0.102841 -0.1 -0.1 0.0
H 1.192200 4.202528 -0.482081 -0.1 0.1 0.0
H 3.614222 4.708583 -0.472778 0.0 0.1 0.0
H 5.222612 2.880381 -0.040949 0.1 0.0 0.0
H 4.456853 0.626910 0.378074 0.0 -0.1 0.0
C 2.760175 -1.341796 0.467053 0.1 -0.1 0.1
H 3.664807 -1.153386 -0.110745 0.0 -0.1 0.1
C 2.115906 -2.607263 -0.108613 0.3 -0.1 -0.2
H 2.662414 -3.490568 0.240221 0.0 0.1 -0.1
H 2.161237 -2.600654 -1.201726 0.1 0.0 0.2
H 3.059244 -1.510560 1.513788 0.1 0.0 -0.1
H -0.188780 -0.187274 0.031567 0.0 0.0 0.2
H 0.321440 0.320815 1.659220 0.0 0.0 -0.1
H -0.705261 -1.968114 1.629865 0.1 0.0 0.0
C -3.117929 0.006680 -0.190789 0.0 0.4 -0.4
C -3.913492 0.785098 0.628958 0.1 -0.6 0.2
N -4.264139 2.048651 0.296083 0.5 -0.5 -0.5
C -3.804127 2.551571 -0.879015 0.1 0.3 -0.4
C -3.009679 1.817109 -1.726324 0.1 -0.3 0.1
C -2.648845 0.518981 -1.399091 -0.1 0.0 0.2
H -2.030974 -0.077211 -2.048500 0.1 -0.1 -0.1
H -2.671011 2.265190 -2.646908 0.0 0.1 -0.1
H -4.111083 3.564363 -1.091119 -0.1 0.0 0.1
O -4.985643 2.736982 1.046869 -0.7 0.6 0.7
H -4.288840 0.414088 1.570951 -0.1 0.2 0.0
```
Forces are in eV/Å.

Here is an isolated molecule of C18H19N3O4S2 from OMol25. Energies are from wB97M-V/def2-TZVPD.

Computed properties:
net charge: 0
E_HOMO: -8.59 eV
total energy: -1958.859401 Eh
frontier orbital gap: 0.29990 Eh
energy relative to the best compared isomer or geometry (same formula, charge and spin): 61.5 kcal per mole
SMILES: C=CCN(CC=C)S(=O)(=O)c1ccc(NC(=S)NC(=O)c2ccco2)cc1

```
46
Properties=species:S:1:pos:R:3:forces:R:3
C 0.378298 -3.361484 0.471825 0.0 -0.1 0.1
C 1.632306 -3.450519 0.069814 0.0 -0.3 0.3
C 2.047962 -4.124825 -1.203258 0.1 -0.2 0.3
N 1.995956 -3.173593 -2.304287 0.4 0.7 0.1
S 2.955415 -1.813435 -2.038206 -0.3 0.3 0.2
O 4.072375 -2.133378 -1.190350 -0.2 -0.1 0.2
O 3.235864 -1.215029 -3.309752 -0.2 -0.1 -0.2
C 1.833981 -0.745286 -1.144793 0.4 -0.2 -0.3
C 2.212826 -0.183229 0.060431 0.1 0.0 -0.1
C 1.331022 0.637307 0.732617 -0.1 0.0 -0.1
C 0.063394 0.899288 0.200539 0.3 -0.5 -0.5
C -0.295828 0.340527 -1.026411 0.0 0.0 -0.1
C 0.597137 -0.476206 -1.694742 0.2 0.1 0.1
H 0.346196 -0.913404 -2.648053 -0.1 0.0 -0.1
H -1.262494 0.545147 -1.453735 0.1 0.0 0.0
N -0.754745 1.728246 0.956733 -0.1 0.6 0.9
C -2.022613 2.134838 0.788731 -0.1 -0.2 -0.3
S -3.081817 1.758691 -0.415422 -0.3 -0.1 -0.3
N -2.506726 2.985835 1.777719 0.0 0.2 0.3
C -1.872634 3.444174 2.902433 0.0 -0.2 -0.3
O -0.725009 3.151233 3.205202 -0.1 0.2 0.2
C -2.698535 4.324029 3.721718 0.6 0.5 1.2
C -2.396898 4.960869 4.902473 0.0 -0.5 -0.9
C -3.550863 5.683218 5.262933 -0.5 0.0 -0.4
C -4.468819 5.436982 4.283140 0.1 0.5 0.8
O -3.968977 4.621468 3.350625 0.0 -0.3 -0.5
H -5.477214 5.776261 4.147763 -0.1 0.0 -0.1
H -3.682912 6.299470 6.127735 -0.1 0.1 0.2
H -1.464716 4.904935 5.425106 0.2 -0.1 0.1
H -3.463597 3.284252 1.623608 0.2 -0.1 -0.1
H -0.321264 2.096447 1.813745 -0.2 -0.1 -0.3
H 1.612764 1.083481 1.675482 0.0 0.0 0.1
H 3.193552 -0.400338 0.452818 0.1 0.0 0.1
C 2.140367 -3.735092 -3.642812 0.2 0.1 -0.3
C 1.463624 -2.841775 -4.643349 0.0 -0.1 -0.3
C 0.177376 -2.547932 -4.581540 0.0 -0.1 -0.2
H -0.292348 -1.892351 -5.294496 0.0 0.1 -0.2
H -0.456914 -2.957926 -3.811666 -0.1 -0.1 0.2
H 2.092714 -2.418630 -5.410603 0.0 0.1 -0.1
H 3.198193 -3.865565 -3.899002 -0.1 -0.2 -0.1
H 1.658472 -4.717657 -3.640527 0.1 0.1 0.1
H 3.061676 -4.533674 -1.092739 -0.2 -0.1 0.0
H 1.353180 -4.936136 -1.439340 0.1 0.1 0.0
H 2.433720 -3.011704 0.644922 0.0 0.1 0.2
H 0.106927 -2.855516 1.382418 0.0 0.1 0.2
H -0.430372 -3.792014 -0.095445 -0.2 -0.1 -0.2
```
Forces are in eV/Å.